(1)
{
  "formula": "C27H25N2O6S",
  "method": "ωB97M-V/def2-TZVPD",
  "mol_weight_da": 505.6,
  "smiles": "COc1ccc([C@H](c2c([O-])n(C)c(=O)n(C)c2=O)[C@H](c2ccccc2)S(=O)(=O)c2ccccc2)cc1",
  "e_above_lowest_kcal_mol": 74.0,
  "homo_ev": -3.962,
  "total_charge": -1,
  "homo_lumo_gap_ev": 6.7,
  "e_tot_ha": -2002.9812,
  "species": ["C", "O", "C", "C", "C", "C", "C", "C", "C", "O", "N", "C", "C", "O", "N", "C", "C", "O", "C", "C", "C", "C", "C", "C", "C", "S", "O", "O", "C", "C", "C", "C", "C", "C", "C", "C", "H", "H", "H", "H", "H", "H", "H", "H", "H", "H", "H", "H", "H", "H", "H", "H", "H", "H", "H", "H", "H", "H", "H", "H", "H"],
  "positions_angstrom": [[-5.25459, 1.77912, 1.10252], [-5.10629, 0.89964, 2.27072], [-3.98177, 0.17244, 2.39411], [-3.85166, -0.61279, 3.59001], [-2.61949, -1.14264, 4.01525], [-1.43228, -0.94857, 3.28688], [-0.10817, -1.22240, 3.99935], [0.91413, -0.42603, 3.34350], [0.83023, 1.03744, 3.38095], [0.01865, 1.69954, 4.02870], [1.70594, 1.72951, 2.50774], [1.56369, 3.16790, 2.53061], [2.90996, 1.23863, 1.97967], [3.73295, 1.96506, 1.44713], [3.03569, -0.16167, 2.12689], [4.26170, -0.73931, 1.58332], [2.03660, -1.01844, 2.68499], [2.11294, -2.26542, 2.48039], [0.17434, -2.43928, 4.81888], [-0.90692, -3.24892, 5.46621], [-1.63840, -4.25404, 4.76765], [-2.66027, -4.96242, 5.40902], [-3.05715, -4.67696, 6.73342], [-2.22646, -3.77212, 7.42420], [-1.18920, -3.05190, 6.84157], [1.77567, -2.61882, 6.02126], [1.57537, -3.61547, 7.09321], [2.10888, -1.22094, 6.23288], [3.21648, -3.30565, 5.13004], [3.29481, -4.68349, 4.94534], [4.42752, -5.19906, 4.32357], [5.47913, -4.36106, 3.93298], [5.41242, -2.99229, 4.21630], [4.31247, -2.46960, 4.88265], [-1.61387, -0.29059, 1.99568], [-2.81719, 0.24919, 1.57486], [-6.30991, 2.07715, 1.16235], [-4.60434, 2.69244, 1.18389], [-5.04055, 1.23568, 0.14932], [-4.77591, -0.67567, 4.16283], [-2.59049, -1.70648, 4.93983], [-0.08202, -0.87737, 5.07332], [0.48094, 3.38827, 2.53910], [2.05358, 3.62401, 3.42998], [2.06101, 3.57533, 1.64096], [4.89518, 0.12337, 1.30830], [4.79540, -1.34529, 2.33371], [4.05802, -1.34717, 0.67831], [0.47799, -2.96646, 3.89037], [-1.31945, -4.62384, 3.77696], [-3.34431, -5.59275, 4.82210], [-3.90517, -5.10114, 7.23787], [-2.50800, -3.41780, 8.42398], [-0.47778, -2.46607, 7.43823], [2.45978, -5.30071, 5.25808], [4.46093, -6.27639, 4.12488], [6.33721, -4.74673, 3.40230], [6.19564, -2.30608, 3.91612], [4.25447, -1.42438, 5.18750], [-0.78887, -0.22675, 1.28313], [-2.91097, 0.82523, 0.61971]],
  "forces_ev_per_a": [[0.3, -0.5, 0.8], [-0.8, 0.9, -1.6], [2.9, -1.1, 1.5], [-0.2, 0.8, -1.2], [-0.8, 0.5, -1.0], [-1.8, 0.2, -0.2], [-0.9, 3.7, 2.8], [3.4, 1.3, -1.1], [-0.3, -1.9, 0.3], [0.1, -0.2, -0.2], [1.1, 0.2, 0.0], [0.0, 0.8, 0.0], [-1.5, -1.3, 1.0], [0.0, -0.3, 0.0], [0.5, 0.9, -0.2], [0.2, 0.2, -0.3], [-1.8, -0.6, -0.5], [0.7, 1.2, 0.3], [1.9, -6.5, -3.1], [-0.5, -0.4, 0.6], [0.7, -0.2, 0.6], [-1.4, 0.5, 0.2], [2.1, 1.1, -0.6], [-1.0, 0.8, 0.6], [0.3, -0.8, -1.3], [0.0, 0.4, -1.2], [-0.2, 1.6, -1.3], [0.0, -0.5, 1.0], [0.0, 0.1, 0.6], [0.0, 0.6, -0.4], [0.1, -0.3, -0.1], [-0.6, 0.4, 0.2], [-0.1, -0.3, 0.3], [-0.9, -0.1, -0.2], [1.0, -1.3, 1.3], [-1.8, 0.7, -0.1], [0.4, 0.0, -0.2], [-0.4, -0.9, 0.0], [-0.2, 0.4, 0.8], [0.3, -0.2, 0.2], [-0.1, 0.3, 0.0], [-1.4, 3.2, -0.8], [0.7, 0.1, 0.1], [-0.5, -0.4, -0.6], [-0.3, -0.1, 0.3], [-0.3, -0.6, 0.1], [-0.5, 0.1, -0.4], [0.1, 0.2, 0.6], [0.9, -1.7, 1.1], [-0.3, 0.8, 0.4], [0.7, -0.1, 0.1], [-0.2, -0.3, -0.1], [0.1, -0.7, -0.1], [-0.9, 0.1, -0.2], [0.2, -0.1, -0.1], [0.1, 0.4, 0.1], [0.0, -0.1, 0.0], [0.2, -0.2, 0.1], [0.0, -0.2, -0.3], [0.1, 0.1, 0.5], [0.5, -0.7, 0.9]]
}

(2)
{
  "formula": "C28H42ClF3IN4O6",
  "method": "ωB97M-V/def2-TZVPD",
  "mol_weight_da": 750.0,
  "e_above_lowest_kcal_mol": 344.9,
  "homo_ev": -11.273,
  "total_charge": 1,
  "homo_lumo_gap_ev": 7.0,
  "e_tot_ha": -2819.1322,
  "species": ["C", "C", "O", "O", "C", "C", "N", "C", "C", "C", "Cl", "C", "I", "C", "C", "C", "C", "F", "C", "F", "F", "C", "O", "C", "C", "O", "C", "N", "C", "C", "O", "C", "O", "H", "H", "H", "H", "H", "H", "H", "H", "H", "H", "H", "H", "H", "H", "H", "H", "H", "H", "H", "H", "H", "H", "H", "H", "H", "H", "H", "H", "C", "C", "C", "C", "N", "H", "H", "H", "H", "H", "H", "H", "C", "C", "C", "C", "N", "H", "H", "H", "H", "H", "H", "H"],
  "positions_angstrom": [[4.71340, -1.16957, 1.89966], [3.35798, -0.88265, 2.83646], [3.11962, -1.59623, 3.96815], [2.36930, 0.17718, 2.52966], [1.37244, -0.31291, 1.52736], [-0.09942, -0.66671, 2.21870], [-0.70527, -1.61354, 1.16582], [-0.27964, -3.01890, 0.76281], [0.72649, -3.75792, 1.82770], [-0.03392, -4.97948, 2.67842], [2.01591, -4.65275, 0.77619], [-1.77846, -0.89845, 0.61892], [-2.94699, -1.84459, -1.03105], [-2.01944, 0.57267, 1.29715], [-3.50041, 1.02225, 1.82608], [-4.52103, -0.19791, 2.20491], [-4.58415, -0.59123, 3.79742], [-4.22773, 0.28270, 4.93862], [-5.09709, -1.98551, 4.11028], [-6.56610, -2.20325, 3.84979], [-4.21820, -3.09277, 4.59589], [-1.83966, 1.56932, -0.03417], [-0.74762, 0.94761, -0.85046], [-0.17722, 1.92588, -1.79008], [0.76164, 3.16273, -1.22168], [-0.42890, 1.76582, -3.09759], [-0.93839, 0.71015, 2.52184], [-1.37350, 0.51297, 3.95644], [-0.16912, 2.15650, 2.57429], [0.62225, 2.46183, 3.99045], [-0.25952, 3.24869, 4.91566], [0.37377, 3.09353, 6.24371], [-0.23621, 2.43690, 7.25285], [4.92430, -2.32226, 2.01009], [4.47307, -0.82950, 0.80321], [5.58676, -0.56632, 2.39651], [1.30072, 0.54784, 0.71711], [1.85560, -1.23381, 0.98066], [0.22221, -1.14978, 3.25859], [0.27928, -2.98197, -0.27386], [-1.20285, -3.76112, 0.61459], [1.33900, -3.03796, 2.51713], [0.19081, -6.01323, 2.12778], [0.38028, -5.10280, 3.76797], [-1.21599, -4.87001, 2.65000], [-3.42058, 1.71694, 2.79353], [-4.06423, 1.69973, 1.02250], [-4.36523, -1.19290, 1.61043], [-5.61611, 0.18177, 1.91820], [-2.79748, 1.53256, -0.74456], [-1.62404, 2.68272, 0.25396], [0.05894, 3.90111, -0.61816], [1.60016, 2.66942, -0.55859], [1.21434, 3.74206, -2.13556], [-1.93035, 1.31137, 4.33154], [-1.82100, -0.41360, 4.12777], [0.53826, 2.36756, 1.64419], [-1.02202, 2.98800, 2.49993], [1.50390, 3.21442, 3.70428], [1.04879, 1.50309, 4.50881], [1.46492, 3.54898, 6.35886], [-2.12454, 0.81610, -8.07569], [-1.63753, 1.20614, -6.68370], [-0.42974, 0.38674, -6.22479], [-0.79890, -1.08687, -6.17246], [-1.10511, -2.30931, -6.12907], [-2.46798, -0.22274, -8.10748], [-2.96907, 1.44593, -8.37305], [-1.32850, 0.93949, -8.81887], [-2.46291, 1.08288, -5.97184], [-1.36969, 2.26848, -6.68566], [-0.11093, 0.71298, -5.22926], [0.41174, 0.52342, -6.91261], [3.07818, 0.02570, -4.71224], [3.88864, 0.88543, -3.74740], [4.60199, 0.06250, -2.67285], [3.57874, -0.69641, -1.84364], [2.72992, -1.32598, -1.15578], [2.27505, -0.51162, -4.19802], [2.61027, 0.65231, -5.47824], [3.71757, -0.70844, -5.21568], [3.21944, 1.61459, -3.27444], [4.63296, 1.45311, -4.31664], [5.17901, 0.72197, -2.01611], [5.29505, -0.65103, -3.13154]],
  "forces_ev_per_a": [[-1.4, 0.3, 0.9], [-1.3, -3.3, 5.7], [1.5, 4.6, -7.5], [1.0, -2.7, -0.7], [0.8, 0.2, -0.8], [4.8, 0.5, 0.8], [-4.8, 3.7, -0.6], [0.9, -1.7, -0.6], [-0.3, -0.8, 0.5], [-0.1, -0.6, -0.6], [-1.0, 1.1, 0.9], [1.9, -2.2, 1.6], [1.2, 1.2, 1.8], [-1.1, 1.4, -1.4], [-1.2, 0.0, 0.4], [-2.0, 0.9, 0.7], [-1.5, -2.9, 1.0], [0.4, -2.6, -3.4], [0.6, 2.1, -0.2], [5.5, -0.5, 0.0], [-3.9, 3.6, -0.6], [-0.2, -0.5, -0.3], [0.5, 3.4, -0.8], [-1.2, -0.6, -6.0], [-0.8, -0.8, -0.2], [1.7, 0.9, 8.6], [0.4, -1.5, 0.3], [-0.7, 0.0, -1.7], [-0.3, 0.8, -0.2], [1.1, 0.8, -1.3], [2.3, -1.9, 2.2], [-3.4, -3.3, 4.3], [4.1, 4.7, -7.2], [-0.5, 2.5, -0.3], [0.7, -0.8, 2.2], [-1.7, -1.1, -1.1], [-0.2, -1.9, 1.7], [-1.3, 1.7, 1.0], [-1.1, 0.5, -2.3], [-1.1, 0.3, 2.1], [1.7, 2.1, 0.4], [-1.3, -1.4, -1.4], [-0.5, 2.4, 1.1], [-0.9, 0.5, -2.1], [2.5, 0.1, 0.3], [0.1, -1.6, -2.2], [1.4, -1.7, 1.6], [0.0, 2.1, 1.3], [2.3, -0.8, 0.5], [1.9, 0.0, 1.8], [-0.3, -2.2, -0.4], [1.7, -1.6, -1.1], [-1.7, 1.2, -1.2], [-1.0, -1.4, 1.8], [0.5, -1.1, -0.3], [0.3, 1.3, -0.2], [-1.4, -0.7, 2.1], [1.7, -1.8, 0.2], [-1.7, -1.8, 0.6], [-1.0, 1.8, -1.2], [-2.3, -0.9, -0.4], [-0.1, 0.0, -0.1], [-0.3, 0.1, -0.2], [-0.5, -1.0, 0.1], [-1.7, -8.3, 0.4], [2.4, 9.7, -0.3], [0.1, 0.1, 0.0], [0.2, -0.1, 0.0], [-0.1, 0.0, 0.1], [0.2, 0.0, 0.0], [0.1, -0.2, 0.1], [0.0, -0.3, -0.1], [-0.1, -0.2, 0.0], [-0.1, 0.0, -0.1], [-0.3, 0.1, -0.3], [-0.8, -0.4, 0.5], [-5.5, -4.3, 4.7], [6.6, 5.0, -5.5], [0.1, 0.0, 0.0], [0.1, -0.1, 0.1], [-0.1, 0.1, 0.1], [0.2, -0.1, 0.0], [0.0, -0.1, 0.2], [-0.1, -0.2, 0.1], [-0.2, 0.0, 0.2]]
}

(3)
{
  "formula": "C3H10N4O",
  "method": "ωB97M-V/def2-TZVPD",
  "mol_weight_da": 118.1,
  "e_above_lowest_kcal_mol": 49.2,
  "homo_ev": -9.005,
  "homo_lumo_gap_ev": 9.5,
  "e_tot_ha": -414.5349,
  "species": ["C", "N", "C", "N", "H", "H", "H", "H", "H", "H", "C", "N", "N", "O", "H", "H", "H", "H"],
  "positions_angstrom": [[1.24061, -0.23522, -1.11650], [1.40583, -1.39213, -0.26912], [0.52247, 0.98776, -0.55989], [0.78582, 1.34025, 0.71783], [1.82716, -1.14673, 0.61826], [0.52096, -1.85301, -0.09090], [0.47148, 2.27582, 0.94906], [0.74559, -0.53961, -2.04020], [2.23312, 0.14016, -1.40191], [0.47209, 1.81172, -1.27486], [-1.54710, -0.73168, 0.66763], [-1.32567, 0.40929, -0.50546], [-1.08798, -0.26992, 1.78520], [-1.84222, -1.81611, 0.20472], [-1.21729, -0.89555, 2.57041], [-1.85229, 1.24502, -0.27398], [-1.65680, 0.02054, -1.38175], [0.30422, 0.64939, 1.40146]],
  "forces_ev_per_a": [[-0.1, 0.1, 0.0], [-0.1, 0.1, 0.0], [-0.9, -0.7, 0.1], [-0.3, -0.2, 0.7], [0.0, 0.0, 0.0], [0.0, 0.0, 0.0], [0.1, -0.1, 0.0], [0.0, 0.0, 0.0], [-0.1, 0.0, 0.0], [-0.2, -0.1, 0.1], [1.6, 0.0, -1.0], [0.8, -0.3, 0.9], [-0.5, 1.0, 0.3], [-0.7, 0.1, -0.1], [0.0, -0.3, -0.3], [0.0, 0.0, 0.0], [-0.1, -0.1, 0.0], [0.5, 0.6, -0.6]]
}

(4)
{
  "formula": "C5H10O",
  "method": "ωB97M-V/def2-TZVPD",
  "mol_weight_da": 86.1,
  "smiles": "OC1=CCCC1.[H][H]",
  "e_above_lowest_kcal_mol": 84.4,
  "homo_ev": -7.716,
  "homo_lumo_gap_ev": 8.6,
  "e_tot_ha": -271.6181,
  "species": ["O", "C", "C", "C", "C", "C", "H", "H", "H", "H", "H", "H", "H", "H", "H", "H"],
  "positions_angstrom": [[-2.02647, 0.30499, 0.21936], [-0.72001, 0.14572, -0.14498], [0.31497, 1.02610, -0.33796], [1.47005, 0.41784, 0.43377], [1.21238, -1.09251, 0.31051], [-0.23822, -1.25998, -0.14688], [-2.50694, -0.51267, 0.04858], [0.50755, 1.83364, -1.05268], [1.40127, 0.72625, 1.49815], [2.47950, 0.69401, 0.12278], [1.89379, -1.47276, -0.43829], [1.32698, -1.58245, 1.26959], [-0.87068, -1.84792, 0.51556], [-0.33066, -1.68786, -1.16590], [-2.08140, 1.98505, -0.86052], [-1.83211, 2.32253, -0.27109]],
  "forces_ev_per_a": [[-0.1, -0.4, -0.9], [0.3, 0.3, -0.1], [-0.1, -0.4, -0.1], [0.2, -0.1, -0.1], [0.1, -0.2, 0.1], [-0.1, -0.2, 0.4], [0.1, -0.1, 0.1], [-0.9, 0.4, 1.2], [0.0, 0.0, -0.5], [-0.1, 0.0, -0.3], [0.2, -0.4, 0.1], [0.4, -0.3, 0.0], [0.2, -0.5, 0.2], [0.0, 0.3, 0.5], [-0.3, 0.6, -0.7], [0.1, 1.0, 0.1]]
}